ORCA calculation (ωB97M-V/def2-TZVPD) on 7 unconnected molecules or ions with the total composition C10H27N6O13.

Structure (ORCA input):
```
! wB97M-V def2-TZVPD RIJCOSX def2/J DEFGRID3
* xyz -1 1
C 0.0352 4.6728 -0.3003
C -0.8374 3.5358 0.2148
C -0.7521 2.3198 -0.7080
C -0.0177 1.1165 -0.1113
O 1.3696 1.0863 -0.5247
H -0.2017 5.0022 -1.3530
H 1.0928 4.3819 -0.3037
H -0.0426 5.5635 0.3350
H -1.8714 3.8979 0.2188
H -1.7397 1.9782 -1.0346
H -0.1524 2.6034 -1.5953
H -0.4728 0.1740 -0.4427
H -0.0866 1.1877 0.9737
H 1.9225 1.0408 0.2605
C 1.9939 -1.6930 -2.2057
N 3.1834 -2.2190 -2.9294
O 4.2737 -2.1230 -2.4007
O 2.9941 -2.7299 -4.0175
H 2.3197 -1.2677 -1.2660
H 1.5413 -0.9286 -2.8295
H 1.3204 -2.5278 -2.0556
C -3.1116 5.6397 -2.1187
N -4.0134 4.7516 -1.3374
O -4.9275 5.2623 -0.7121
O -3.7340 3.5797 -1.3507
H -3.4541 6.6616 -2.0075
H -2.1137 5.4947 -1.7086
H -3.1475 5.3063 -3.1516
C 0.8001 -4.1617 1.3132
N 0.0297 -3.0006 0.7946
O -0.5738 -2.3151 1.5878
O 0.0565 -2.8195 -0.4090
H 0.6950 -4.2005 2.3906
H 0.3914 -5.0457 0.8354
H 1.8379 -4.0209 1.0232
C -2.9174 -7.5737 -0.3750
N -1.6291 -6.8833 -0.0885
O -1.5745 -5.6897 -0.2810
O -0.7166 -7.5725 0.3238
H -3.6230 -6.8326 -0.7297
H -2.7145 -8.3324 -1.1244
H -3.2457 -8.0358 0.5508
C 1.4042 -6.7334 5.8146
N 1.7080 -5.8386 4.6633
O 0.9112 -4.9617 4.4037
O 2.7385 -6.0523 4.0615
H 0.4614 -6.4198 6.2454
H 1.3573 -7.7467 5.4277
H 2.2240 -6.6365 6.5196
C 2.0634 8.1373 -0.8974
N 0.9583 8.8285 -1.6186
O 1.2419 9.4354 -2.6353
O -0.1513 8.7496 -1.1428
H 2.9772 8.3192 -1.4492
H 2.1028 8.5573 0.1032
H 1.8166 7.0782 -0.8452
*
```

Computed properties:
E_HOMO (eV): -1.07
LUMO (Ha): 0.0478
Gap between HOMO and LUMO (eV): 2.4

=====

ORCA calculation (ωB97M-V/def2-TZVPD) on a single C5H9NO molecule.

Structure (ORCA input):
```
! wB97M-V def2-TZVPD RIJCOSX def2/J DEFGRID3
* xyz 0 1
N -1.7836 -0.2410 2.0265
C -0.9004 -0.1754 1.1214
C -1.2093 0.5498 -0.1785
C -0.0189 0.7998 -1.1105
C 0.9543 -0.3714 -1.0368
C 1.3848 -0.5326 0.4074
O 0.2830 -0.8351 1.2639
H -1.4347 -0.8066 2.8028
H -1.9530 -0.0683 -0.6948
H -1.7215 1.4787 0.0843
H 0.5128 1.7140 -0.8164
H -0.3801 0.9583 -2.1322
H 0.4762 -1.2975 -1.3794
H 1.8360 -0.2033 -1.6644
H 1.8688 0.3902 0.7591
H 2.0855 -1.3595 0.5476
*
```

Computed properties:
Energy relative to the best compared isomer or geometry (same formula, charge and spin) (eV): 0.858
E_HOMO (eV): -9.70
LUMO (Ha): 0.0339
Gap between HOMO and LUMO (eV): 10.6

=====

ORCA calculation (ωB97M-V/def2-TZVPD) on a molecular structure, C6H10O.

Structure (ORCA input):
```
! wB97M-V def2-TZVPD RIJCOSX def2/J DEFGRID3
* xyz 0 1
C -1.7854 0.0090 1.5197
C -1.5939 1.3027 0.7644
C -1.0204 0.0269 0.2458
C 0.8758 -1.6834 -0.3837
C 2.0041 -0.7941 -0.9536
C 1.2109 0.4630 -0.6476
O 0.3708 -0.1540 0.3809
H -1.2080 -0.1280 2.4288
H -2.7617 -0.4650 1.5170
H -2.4392 1.7352 0.2374
H -0.8934 2.0215 1.1791
H -1.4048 -0.4716 -0.6401
H 1.2345 -2.1661 0.5413
H 2.9739 -0.7995 -0.4372
H 2.1755 -0.9483 -2.0239
H 1.7472 1.3121 -0.2139
H 0.5769 0.8003 -1.4717
*
```

Computed properties:
Energy relative to the best compared isomer or geometry (same formula, charge and spin) (eV): 5.117
E_HOMO (eV): -7.49
LUMO (Ha): 0.0375
Gap between HOMO and LUMO (eV): 8.5

=====

ORCA calculation (ωB97M-V/def2-TZVPD) on 8 unconnected molecules or ions with the total composition C21H57FNO7S7.

Structure (ORCA input):
```
! wB97M-V def2-TZVPD RIJCOSX def2/J DEFGRID3
* xyz 1 1
C 3.7359 -1.2796 2.4716
C 2.2740 -0.5529 2.3117
F 2.5585 0.9228 2.1835
N 1.4623 -0.9935 1.1161
C 0.8980 -2.3929 1.1950
C -0.3009 -2.6067 2.2900
C -1.2639 -1.3054 2.5404
C -0.6441 0.1298 2.0504
C 0.3315 -0.0168 0.7411
H 4.0648 -1.1535 3.6121
H 3.7340 -2.4408 2.2770
H 4.6050 -0.7703 1.8480
H 1.6992 -0.7116 3.3391
H 2.1118 -0.9784 0.2733
H 0.5532 -2.8254 0.1447
H 1.7931 -3.1044 1.5364
H 0.1391 -2.9894 3.3134
H -1.0078 -3.4603 1.8458
H -1.4554 -1.2566 3.7177
H -2.3514 -1.4061 2.0621
H -1.5518 0.8281 1.7137
H -0.1570 0.6654 2.9715
H 0.7307 1.0223 0.3625
H -0.2745 -0.5851 -0.1154
C 2.2526 5.0556 0.4174
S 1.9193 4.3549 2.0515
O 0.4341 4.3833 2.2600
C 2.6263 5.7305 2.9903
H 1.8579 4.3744 -0.3402
H 1.7632 6.0276 0.3205
H 3.3311 5.1630 0.2796
H 2.1137 6.6607 2.7338
H 3.6922 5.8152 2.7666
H 2.4960 5.5274 4.0558
C -2.1257 -0.2426 -3.3601
S -2.6034 -0.7499 -1.6908
O -2.1235 -2.1572 -1.4925
C -4.3808 -0.8234 -2.0213
H -1.0365 -0.1676 -3.4025
H -2.4662 -0.9830 -4.0878
H -2.5636 0.7329 -3.5842
H -4.5814 -1.5278 -2.8321
H -4.7433 0.1715 -2.2901
H -4.8892 -1.1603 -1.1150
C -6.6718 -1.3691 4.0164
S -5.0694 -2.2058 4.0850
O -4.0175 -1.1515 4.2641
C -5.0472 -2.7056 2.3462
H -6.8817 -0.9388 4.9985
H -6.6457 -0.5718 3.2699
H -7.4507 -2.0929 3.7655
H -5.1219 -1.8254 1.7032
H -5.8804 -3.3848 2.1512
H -4.1058 -3.2220 2.1450
C 0.1516 -1.8461 -7.7693
S -0.9147 -0.6669 -6.9064
O -2.1421 -1.4078 -6.4652
C -1.3575 0.2916 -8.3758
H 0.5199 -2.5766 -7.0450
H -0.4149 -2.3623 -8.5479
H 0.9992 -1.3164 -8.2105
H -1.8304 -0.3572 -9.1168
H -0.4595 0.7499 -8.7966
H -2.0588 1.0757 -8.0810
C -6.9545 -6.1995 7.0062
S -6.0799 -5.0322 5.9363
O -7.0861 -4.4465 4.9904
C -5.1419 -6.2830 5.0256
H -7.6375 -5.6382 7.6482
H -7.5260 -6.9064 6.4001
H -6.2332 -6.7353 7.6278
H -5.8259 -6.9848 4.5423
H -4.4813 -6.8160 5.7133
H -4.5410 -5.7807 4.2641
C 7.1648 7.3453 3.2313
S 6.0985 8.5246 4.0942
O 4.8711 7.7836 4.5354
C 5.6557 9.4831 2.6248
H 7.5331 6.6149 3.9556
H 6.5983 6.8291 2.4527
H 8.0124 7.8751 2.7901
H 5.1828 8.8343 1.8838
H 6.5536 9.9414 2.2040
H 4.9544 10.2671 2.9197
C 5.0664 -1.6252 -9.4098
S 4.7332 -2.3260 -7.7758
O 3.2479 -2.2975 -7.5672
C 5.4401 -0.9503 -6.8369
H 4.6718 -2.3064 -10.1675
H 4.5770 -0.6532 -9.5068
H 6.1449 -1.5179 -9.5476
H 4.9275 -0.0202 -7.0934
H 6.5060 -0.8656 -7.0606
H 5.3098 -1.1534 -5.7714
*
```

Computed properties:
E_HOMO (eV): -10.35
LUMO (Ha): -0.0835
Gap between HOMO and LUMO (eV): 8.1

=====

ORCA calculation (ωB97M-V/def2-TZVPD) on a molecular structure, C20H17AuF9N5OS2.

Structure (ORCA input):
```
! wB97M-V def2-TZVPD RIJCOSX def2/J DEFGRID3
* xyz 0 1
Au -1.6827 0.4105 -0.4683
N 2.2917 -0.2131 1.1593
C 3.2098 -0.3334 0.0923
C 4.3764 0.4129 0.1087
C 5.3205 0.2722 -0.9004
C 5.0978 -0.6152 -1.9382
C 3.9169 -1.3482 -1.9700
C 2.9803 -1.2103 -0.9623
S 1.4722 -2.1396 -1.0271
N 0.5524 -1.5210 0.2371
C 1.0114 -0.7101 1.1043
C 0.1056 -0.3356 2.2419
C 0.6165 -0.0707 3.5059
C -0.2654 0.1811 4.5462
C -1.6250 0.1544 4.2973
C -2.0459 -0.1042 3.0008
N -1.2089 -0.3360 1.9984
H 2.4088 0.6171 1.7152
H 4.5451 1.1155 0.9182
H 6.2289 0.8596 -0.8666
H 5.8305 -0.7331 -2.7263
H 3.7221 -2.0343 -2.7880
H 1.6823 -0.1047 3.6907
H 0.1082 0.3860 5.5414
H -2.3477 0.3347 5.0828
H -3.1011 -0.0981 2.7398
F -0.0595 3.2768 2.2066
C -0.8864 3.5358 1.1698
F -1.2471 4.8246 1.2385
F -1.9942 2.8091 1.3794
C -0.1773 3.1319 -0.1760
O -0.0151 1.8024 -0.2867
C -0.9866 3.7480 -1.3683
F -0.5893 3.2184 -2.5266
F -0.8524 5.0857 -1.4518
F -2.3005 3.4910 -1.2368
C 1.2546 3.8095 -0.1711
F 2.1539 2.9771 0.3698
F 1.3099 4.9545 0.5326
F 1.6784 4.0906 -1.4118
C -2.5372 -3.2368 0.2190
N -2.7773 -2.9564 -1.1814
C -2.3153 -3.8614 -2.2336
C -2.6477 -3.0986 -3.5296
N -3.1158 -1.8179 -3.0091
C -3.1977 -1.7891 -1.6753
S -3.8213 -0.4685 -0.7797
H -1.5370 -3.6542 0.3361
H -3.2703 -3.9435 0.6106
H -2.5937 -2.3074 0.7769
H -2.8328 -4.8173 -2.1676
H -1.2436 -4.0410 -2.1254
H -3.4285 -3.5926 -4.1066
H -1.7724 -2.9714 -4.1639
H -3.3982 -1.0357 -3.5711
*
```

Computed properties:
E_HOMO (eV): -7.34
LUMO (Ha): 0.0096
Gap between HOMO and LUMO (eV): 7.6

=====

ORCA calculation (ωB97M-V/def2-TZVPD) on 2 unconnected molecules or ions with the total composition C8H21NP.

Structure (ORCA input):
```
! wB97M-V def2-TZVPD RIJCOSX def2/J DEFGRID3
* xyz 1 1
C -2.3769 1.5146 -0.3772
C -3.6783 -0.6164 -0.1102
C 3.4256 1.7889 1.0664
C 1.2161 -2.2321 1.0752
C 2.2740 0.2213 -2.1631
C -1.2398 -0.7866 0.2067
C -2.2804 0.0245 -0.5555
C 0.0934 -0.1335 -0.0721
N 1.0852 -0.7067 0.9406
P 0.6929 -0.0717 -1.7326
H -3.3118 1.8473 -0.8552
H -1.6791 2.0795 -0.8218
H -2.4670 1.8942 0.7375
H -3.5690 -1.6084 -0.1255
H -4.5716 -0.3368 -0.6756
H -3.8223 -0.2527 0.9686
H 3.0199 2.0946 1.9974
H 2.4889 1.7094 0.4436
H 4.2095 2.4702 0.8546
H 0.1646 -2.5362 1.3642
H 1.4854 -2.5299 0.0093
H 1.9756 -2.2589 1.8530
H 2.3835 0.7421 -3.0409
H 3.0549 -0.2884 -1.7491
H 3.8878 0.7068 0.9813
H -1.1755 -1.7945 -0.1287
H -1.5416 -0.6538 1.2704
H -2.1715 -0.0666 -1.6016
H 2.0999 -0.3007 0.9281
H 0.6053 -0.5300 1.7700
H -0.2776 0.6107 -2.4577
*
```

Computed properties:
Energy relative to the best compared isomer or geometry (same formula, charge and spin) (eV): 3.668
E_HOMO (eV): -11.88
LUMO (Ha): -0.1593
Gap between HOMO and LUMO (eV): 7.5

=====

ORCA calculation (ωB97M-V/def2-TZVPD) on a molecular structure, C32H23AsCoN6O7S2.

Structure (ORCA input):
```
! wB97M-V def2-TZVPD RIJCOSX def2/J DEFGRID3
* xyz -2 2
Co -0.6341 0.0664 0.1070
N -1.5134 0.4919 4.3404
C -1.2166 0.2434 3.0147
S -1.4602 1.4836 1.8735
N -0.7517 -0.9796 2.8059
N -0.4395 -1.2000 1.5057
C -0.0020 -2.3679 1.1921
C 0.2484 -2.6297 -0.2190
C 0.6443 -3.8747 -0.6947
C 0.7562 -4.0603 -2.0605
C 0.4608 -3.0071 -2.9130
C 0.0949 -1.7897 -2.3551
N 0.0191 -1.5989 -1.0457
H -2.1897 1.2243 4.4780
H -1.6490 -0.3416 4.8905
H 0.1164 -3.1290 1.9557
H 0.8330 -4.6788 0.0039
H 1.0557 -5.0215 -2.4602
H 0.5058 -3.1194 -3.9876
H -0.1415 -0.9315 -2.9723
O -1.4060 2.1841 -3.2597
C -1.5915 1.3921 -2.3330
O -0.8628 1.3311 -1.2947
C -2.7676 0.4183 -2.4770
C -3.5558 0.5672 -3.5828
C -4.6096 -0.3200 -3.8657
C -4.8196 -1.4319 -3.0722
C -4.0277 -1.6190 -1.9672
C -3.0428 -0.6461 -1.5185
O -2.5233 -0.7273 -0.3887
N -4.2262 -2.8548 -1.2265
O -3.2843 -3.3330 -0.6213
O -5.3295 -3.3958 -1.2916
N -5.4354 -0.1224 -5.0246
O -6.2721 -0.9796 -5.3095
O -5.2820 0.8991 -5.6868
H -3.3333 1.3853 -4.2533
H -5.5780 -2.1564 -3.3271
S 1.7239 0.8152 0.5920
C 2.9795 -0.1997 -0.0817
C 3.7215 -1.0740 0.7343
C 4.7971 -1.7894 0.2389
C 5.1758 -1.6528 -1.0958
C 4.4424 -0.8107 -1.9219
C 3.3464 -0.1039 -1.4343
As 2.1214 0.9862 -2.4969
C 3.0863 0.8579 -4.2284
C 2.9727 -0.3489 -4.9227
C 3.5419 -0.5195 -6.1754
C 4.2305 0.5290 -6.7739
C 4.3401 1.7384 -6.1040
C 3.7749 1.8994 -4.8431
C 2.7073 2.7894 -2.0313
C 3.8742 3.0654 -1.3293
C 4.2326 4.3789 -1.0584
C 3.4239 5.4259 -1.4821
C 2.2452 5.1533 -2.1631
C 1.8845 3.8393 -2.4308
H 3.4307 -1.1610 1.7743
H 5.3506 -2.4519 0.8963
H 6.0296 -2.1918 -1.4894
H 4.7327 -0.7080 -2.9609
H 2.4307 -1.1720 -4.4665
H 3.4429 -1.4684 -6.6897
H 4.6730 0.4039 -7.7550
H 4.8726 2.5642 -6.5620
H 3.8745 2.8505 -4.3335
H 4.4959 2.2489 -0.9812
H 5.1425 4.5851 -0.5065
H 3.7018 6.4509 -1.2647
H 1.5949 5.9634 -2.4710
H 0.9402 3.6153 -2.9181
*
```

Computed properties:
Energy relative to the best compared isomer or geometry (same formula, charge and spin) (eV): 0.379
E_HOMO (alpha / beta) (eV): -1.58 / -2.07
LUMO (alpha / beta) (Ha): 0.1590 / 0.1590
Gap between HOMO and LUMO (alpha / beta) (eV): 5.9 / 6.4
Expectation value of S²: 0.760

=====

ORCA calculation (ωB97M-V/def2-TZVPD) on a molecular structure, C23H30ClCsFN3O7SeSi.

Structure (ORCA input):
```
! wB97M-V def2-TZVPD RIJCOSX def2/J DEFGRID3
* xyz -2 1
Cs 0.5901 -0.7267 0.1922
C 1.8323 6.8309 -0.2992
O 3.1702 6.3800 -0.3166
C 3.3595 5.0210 -0.3412
C 4.7140 4.6117 -0.2861
C 4.9822 3.2699 -0.2837
C 3.9846 2.2714 -0.3339
C 4.3649 0.8698 -0.3178
C 5.8558 0.5276 -0.2310
O 3.5861 -0.0798 -0.3829
C 2.5921 2.6834 -0.3936
O 1.6216 1.8950 -0.4186
C 2.3468 4.1109 -0.4073
H 1.8770 7.9172 -0.2424
H 1.2890 6.4415 0.5658
H 1.2975 6.5365 -1.2065
H 5.4937 5.3596 -0.2345
H 6.0202 2.9658 -0.2347
H 6.3818 0.8679 -1.1260
H 5.9367 -0.5543 -0.1579
H 6.3332 0.9916 0.6329
H 1.3052 4.3974 -0.4407
C -1.8013 4.8092 1.0120
Si -3.4287 4.0402 0.4497
C -4.7214 4.6037 1.7261
C -3.8732 4.9404 -1.1614
N -3.2453 2.3779 0.3166
C -4.0454 1.4940 -0.2910
C -5.4058 1.6859 -0.6691
C -6.1685 0.7082 -1.2893
C -5.6435 -0.5445 -1.5789
C -4.3144 -0.7921 -1.2322
C -3.5764 0.1921 -0.6277
F -2.2706 -0.0957 -0.3387
H -1.8586 5.9023 0.9689
H -0.9841 4.4764 0.3680
H -1.5432 4.5325 2.0372
H -4.7420 5.6933 1.8324
H -4.4906 4.1739 2.7051
H -5.7261 4.2711 1.4507
H -3.9285 6.0219 -1.0003
H -4.8306 4.6084 -1.5690
H -3.1081 4.7487 -1.9184
H -5.8578 2.6462 -0.4442
H -7.1997 0.9331 -1.5442
H -6.2402 -1.3107 -2.0564
H -3.8345 -1.7447 -1.4241
C -1.3700 -2.8389 4.5449
N -1.7524 -1.5669 3.9663
C -2.5672 -1.4311 2.8520
C -2.7416 -0.1133 2.6512
N -2.0256 0.5418 3.6389
C -1.9327 1.9849 3.7397
C -1.4390 -0.3508 4.4656
Se -0.4500 0.0365 5.9833
H -2.2059 -3.2609 5.1058
H -0.5387 -2.6640 5.2226
H -1.0758 -3.5128 3.7451
H -2.8983 -2.2867 2.2901
H -3.2614 0.4476 1.8939
H -2.6442 2.3639 4.4752
H -2.1541 2.3925 2.7543
H -0.9282 2.2553 4.0563
O -2.1868 -4.2497 1.3438
Cl -0.8896 -4.1484 0.7157
O -0.9958 -3.3511 -0.4885
O -0.3979 -5.4609 0.3937
O 0.0296 -3.4941 1.6352
*
```

Computed properties:
Energy relative to the best compared isomer or geometry (same formula, charge and spin) (eV): 0.000
E_HOMO (eV): -1.93
LUMO (Ha): 0.1447
Gap between HOMO and LUMO (eV): 5.9

=====

Table of M (g/mol), in record order: 439.36, 99.13, 98.14, 679.15, 775.47, 162.24, 801.56, 754.91